{
  "formula": "C45H34F10N4PV",
  "method": "the ωB97M-V functional and the def2-TZVPD basis",
  "gap_ev": [6.45, 6.75],
  "spin_multiplicity": 4,
  "charge": -1,
  "relative_energy_ev": 0.000,
  "max_force_ev_per_a": 1.09,
  "elements": ["V", "C", "N", "C", "C", "N", "C", "C", "F", "C", "F", "C", "F", "C", "F", "C", "F", "C", "C", "N", "C", "C", "F", "C", "F", "C", "F", "C", "F", "C", "F", "H", "H", "H", "H", "H", "H", "H", "H", "H", "H", "H", "N", "C", "C", "C", "C", "C", "C", "P", "C", "C", "C", "C", "C", "C", "C", "C", "C", "C", "C", "C", "H", "H", "H", "H", "H", "H", "H", "H", "H", "H", "H", "H", "H", "H", "H", "H", "C", "C", "C", "C", "C", "C", "C", "C", "C", "C", "H", "H", "H", "H", "H", "H", "H"],
  "coordinates": [[-0.9314, -0.4956, -0.3996], [-3.6174, 2.0756, -0.2112], [-2.5844, 1.5638, -1.1013], [-2.0092, 2.6364, -1.9143], [-1.4208, 3.7851, -1.1062], [-0.3281, 3.3475, -0.2685], [-0.0301, 4.0556, 0.8385], [1.3034, 4.0095, 1.3393], [2.2406, 3.3838, 0.6087], [1.7105, 4.5584, 2.5317], [2.9951, 4.4575, 2.9135], [0.8180, 5.2462, 3.3393], [1.2117, 5.7880, 4.5097], [-0.4842, 5.3481, 2.9032], [-1.3931, 5.9736, 3.6733], [-0.8859, 4.7759, 1.7081], [-2.2216, 4.8481, 1.4508], [-3.1395, 0.5147, -1.9663], [-3.7404, -0.6512, -1.1741], [-2.8517, -0.9778, -0.0728], [-3.2359, -1.4426, 1.1179], [-4.5241, -1.6815, 1.6474], [-5.6277, -1.4376, 0.9011], [-4.7342, -2.1694, 2.9243], [-5.9924, -2.3442, 3.3529], [-3.6854, -2.4750, 3.7713], [-3.9076, -2.9249, 5.0202], [-2.3973, -2.2859, 3.2966], [-1.3467, -2.5889, 4.0659], [-2.2097, -1.7951, 2.0288], [-0.9157, -1.6885, 1.5794], [-4.4507, 2.5125, -0.7862], [-3.2097, 2.8438, 0.4437], [-4.0065, 1.2730, 0.4114], [-2.7718, 3.0500, -2.6011], [-1.2325, 2.1877, -2.5388], [-2.2275, 4.3046, -0.5838], [-1.0760, 4.5095, -1.8673], [-2.3309, 0.1502, -2.6106], [-3.9177, 0.9213, -2.6367], [-3.8213, -1.4973, -1.8680], [-4.7508, -0.4160, -0.8423], [-0.7869, 1.1125, 1.3887], [0.4464, 1.0505, 2.0859], [0.4863, 1.3172, 3.4545], [1.6830, 1.2723, 4.1434], [2.8608, 0.9439, 3.4817], [2.8161, 0.6425, 2.1327], [1.6236, 0.6908, 1.4122], [1.4670, 0.1426, -0.3310], [2.4848, 1.2309, -1.3733], [1.8747, 1.8691, -2.4440], [2.6085, 2.6863, -3.2931], [3.9631, 2.8726, -3.0713], [4.5840, 2.2361, -2.0031], [3.8490, 1.4177, -1.1625], [2.4214, -1.4280, -0.3395], [2.1644, -2.3524, 0.6752], [2.7020, -3.6265, 0.6278], [3.5045, -4.0028, -0.4429], [3.7614, -3.0946, -1.4567], [3.2222, -1.8142, -1.4069], [-0.7200, 1.8544, 0.6519], [-1.5464, 1.3767, 2.0048], [-0.4301, 1.5884, 3.9662], [1.6982, 1.4988, 5.2022], [3.8000, 0.9048, 4.0172], [3.7245, 0.3286, 1.6339], [0.8125, 1.7436, -2.5996], [2.1152, 3.1856, -4.1176], [4.5373, 3.5170, -3.7256], [5.6412, 2.3828, -1.8217], [4.3462, 0.9250, -0.3378], [1.5255, -2.0805, 1.5077], [2.4751, -4.3327, 1.4162], [3.9155, -5.0034, -0.4895], [4.3715, -3.3825, -2.3040], [3.4052, -1.1281, -2.2245], [-0.0864, -6.1698, -1.1301], [-0.8307, -5.3535, -0.2499], [-0.9716, -4.0195, -0.5109], [-0.3885, -3.4026, -1.6506], [-0.4897, -1.9781, -1.8507], [0.0491, -1.5369, -3.0489], [0.6979, -2.3646, -3.9948], [0.8558, -3.6949, -3.7411], [0.3141, -4.2456, -2.5523], [0.4612, -5.6252, -2.2558], [0.0374, -7.2249, -0.9167], [-1.2956, -5.7858, 0.6283], [-1.5642, -3.4049, 0.1521], [0.0253, -0.4705, -3.2816], [1.0984, -1.9303, -4.9048], [1.3894, -4.3422, -4.4290], [1.0211, -6.2448, -2.9488]],
  "forces_ev_per_angstrom": [[0.07, 0.91, 0.60], [0.09, 0.01, 0.11], [0.08, -0.38, -0.28], [-0.03, 0.01, 0.01], [0.04, 0.08, -0.17], [-0.02, 0.13, 0.01], [0.09, -0.09, -0.05], [-0.03, 0.04, -0.02], [0.05, 0.07, -0.10], [0.04, 0.06, 0.00], [-0.02, 0.01, 0.00], [0.08, -0.05, 0.02], [-0.01, 0.01, -0.02], [-0.07, -0.02, -0.03], [0.01, 0.01, -0.02], [-0.10, 0.03, 0.05], [0.03, 0.01, 0.03], [-0.09, 0.11, -0.05], [-0.02, -0.16, 0.23], [-0.73, -0.20, 0.16], [0.01, -0.05, -0.26], [-0.08, 0.00, 0.09], [-0.01, 0.00, 0.01], [-0.03, 0.02, -0.08], [0.00, -0.01, 0.01], [0.03, 0.00, 0.02], [0.00, -0.01, 0.01], [-0.07, 0.01, -0.02], [0.02, 0.00, 0.01], [0.10, -0.05, 0.14], [-0.02, -0.08, 0.01], [0.00, 0.01, 0.03], [-0.01, -0.03, -0.03], [0.00, -0.03, 0.00], [-0.03, -0.02, 0.05], [0.02, 0.01, 0.01], [-0.04, -0.03, -0.06], [0.09, -0.01, 0.06], [-0.01, -0.02, 0.02], [0.01, 0.03, 0.01], [-0.04, -0.02, 0.01], [0.01, 0.11, -0.05], [0.26, -0.22, -0.33], [-0.21, -0.06, 0.02], [0.13, 0.03, 0.04], [-0.05, 0.01, 0.03], [-0.01, -0.02, -0.05], [0.02, -0.02, 0.02], [-0.06, -0.12, 0.00], [0.43, -0.10, 0.30], [0.00, -0.01, -0.05], [-0.01, 0.06, 0.00], [-0.01, 0.01, 0.02], [0.01, 0.01, 0.00], [-0.01, 0.02, 0.00], [0.02, 0.01, 0.00], [-0.11, 0.06, 0.16], [-0.01, 0.02, 0.06], [0.03, -0.03, -0.06], [-0.02, 0.01, 0.04], [-0.01, 0.05, 0.00], [-0.03, -0.03, -0.11], [0.01, 0.20, -0.07], [-0.03, -0.14, 0.05], [-0.01, 0.00, 0.00], [0.01, 0.00, 0.00], [0.00, 0.01, 0.00], [0.00, 0.01, -0.01], [0.01, -0.01, 0.01], [0.01, 0.00, 0.00], [0.00, 0.00, 0.00], [0.00, 0.00, -0.01], [0.00, -0.03, 0.00], [0.01, 0.02, 0.00], [0.01, 0.00, 0.00], [-0.01, 0.00, -0.01], [0.00, 0.00, 0.00], [0.01, 0.01, 0.02], [-0.02, 0.03, 0.04], [0.01, -0.02, -0.02], [0.00, 0.00, 0.00], [-0.01, 0.06, 0.10], [0.26, -0.27, -0.58], [-0.01, 0.12, -0.03], [-0.03, 0.01, 0.06], [0.00, -0.03, 0.04], [0.03, -0.04, -0.08], [0.01, 0.03, -0.01], [0.00, 0.00, 0.00], [0.01, -0.01, 0.00], [0.00, -0.01, -0.02], [-0.01, 0.00, -0.01], [0.00, 0.01, 0.00], [-0.01, -0.01, -0.01], [0.00, 0.00, -0.01]]
}